Arrangement w

ORCA calculation (the ωB97M-V functional and the def2-TZVPD basis) on an isolated ion of composition C4H7N2O2 and charge +1.

CARTESIAN COORDINATES (ANGSTROEM)
C -1.008 0.050 -0.085
C 2.869 -0.497 0.355
C 1.678 0.296 0.071
C -2.556 0.069 -0.320
N -0.379 1.292 -0.152
N -0.369 -0.975 0.207
O 2.121 -0.242 -0.988
O 0.922 1.086 0.619
H 3.801 -0.001 0.361
H 2.991 -1.475 0.679
H -2.915 1.066 -0.129
H -2.793 -0.810 0.214
H -2.643 -0.139 -1.468
H -0.814 2.086 0.405
H -0.905 -1.806 0.232

Calculated values
Spin multiplicity: 1
Total charge: +1
E_HOMO: -15.22 eV
Orbital gap: 0.404 hartree
LUMO: -4.2 eV

***

Arrangement x

ORCA calculation (the ωB97M-V functional and the def2-TZVPD basis) on an isolated ion of composition C4H7N2O2 and charge +1.

CARTESIAN COORDINATES (ANGSTROEM)
N 1.781 1.141 0.371
C 2.230 -0.026 0.226
C 1.387 -1.088 -0.208
C 0.074 -0.990 -0.441
N -0.526 0.233 -0.400
C -1.827 0.163 0.041
O -2.580 1.195 -0.212
O -2.358 -0.819 0.641
H 0.826 1.176 -0.197
H 2.283 1.967 0.659
H 3.259 -0.363 0.469
H 1.728 -2.052 -0.320
H -0.701 -1.777 -0.536
H -2.208 1.973 -0.837
H -3.365 -0.732 0.746

Calculated values
Structure (SMILES): [NH2+]=C/C=C\N=C(O)O
Spin multiplicity: 1
Total charge: +1
E_HOMO: -13.34 eV
Orbital gap: 0.330 hartree
LUMO: -4.4 eV

***

Stability verdict: arrangement x, ahead by 400.5 kJ/mol